a | A 2-piece molecular cluster, CH4NOP overall. Source: the Open Molecules 2025 dataset; level of theory: the ωB97M-V functional and the def2-TZVPD basis.

ORCA input file:
```
! wB97M-V def2-TZVPD RIJCOSX def2/J DEFGRID3
* xyz 0 1
C 0.924 0.999 0.159
N -1.778 -0.690 -0.252
O 1.734 0.316 -0.765
P 1.065 -0.802 0.212
H 1.412 1.536 0.951
H 0.034 1.276 -0.313
H -1.627 -1.541 -0.765
H -1.764 -1.096 0.772
*
```

LUMO energy (alpha / beta) = -0.64 / -0.59 eV
Highest occupied orbital energy (alpha / beta) = -0.3003 / -0.3779 Ha
HOMO-LUMO gap (alpha / beta) = 7.53 / 9.69 eV

***

b | A 2-piece molecular cluster, CH4NOP overall. Source: the Open Molecules 2025 dataset; level of theory: the ωB97M-V functional and the def2-TZVPD basis.

ORCA input file:
```
! wB97M-V def2-TZVPD RIJCOSX def2/J DEFGRID3
* xyz 0 1
C -1.895 -0.918 0.187
N 1.274 0.973 0.240
O -2.057 0.263 0.201
P 1.204 -0.702 0.159
H -2.424 -1.850 -0.124
H 0.683 1.356 0.979
H 1.595 1.538 -0.516
H 1.621 -0.660 -1.127
*
```

LUMO energy (alpha / beta) = 0.65 / 0.14 eV
Highest occupied orbital energy (alpha / beta) = -0.2532 / -0.2804 Ha
HOMO-LUMO gap (alpha / beta) = 7.54 / 7.77 eV

***

c | A 2-piece molecular cluster, CH4NOP overall. Source: the Open Molecules 2025 dataset; level of theory: the ωB97M-V functional and the def2-TZVPD basis.

ORCA input file:
```
! wB97M-V def2-TZVPD RIJCOSX def2/J DEFGRID3
* xyz 0 1
C 0.407 -2.018 1.865
N 1.441 -1.535 1.855
O 2.442 -0.869 1.912
P -0.014 0.461 -0.722
H -0.661 -2.142 1.741
H -0.071 -0.887 -0.997
H 0.998 0.141 0.253
H -1.194 0.351 0.029
*
```

LUMO energy = 0.81 eV
Highest occupied orbital energy = -0.3681 Ha
HOMO-LUMO gap = 10.82 eV
SMILES = C#[N+][O-].P

***

Relative energies in hartree: a 0.0193; b 0.0000; c 0.0229

***

a | One molecule with the formula CH2F3P. Source: the Open Molecules 2025 dataset; level of theory: the ωB97M-V functional and the def2-TZVPD basis.

ORCA input file:
```
! wB97M-V def2-TZVPD RIJCOSX def2/J DEFGRID3
* xyz 0 1
C -0.727 -0.908 0.397
F 0.608 0.969 -1.544
F -0.336 1.846 0.171
F 1.664 0.618 0.766
P 0.213 0.415 -0.070
H -0.107 -1.741 0.754
H -1.315 -1.200 -0.474
*
```

LUMO energy = 0.48 eV
Highest occupied orbital energy = -0.3652 Ha
HOMO-LUMO gap = 10.41 eV
SMILES = C=P(F)(F)F

***

b | A 2-piece molecular cluster, CH2F3P overall. Source: the Open Molecules 2025 dataset; level of theory: the ωB97M-V functional and the def2-TZVPD basis.

ORCA input file:
```
! wB97M-V def2-TZVPD RIJCOSX def2/J DEFGRID3
* xyz 0 1
C 0.109 1.221 0.211
F 1.363 -0.948 -0.706
F 0.111 -1.114 1.312
F -1.262 -2.049 -1.078
P 0.173 -0.441 0.000
H -0.688 1.442 0.914
H 0.195 1.889 -0.653
*
```

LUMO energy = -1.60 eV
Highest occupied orbital energy = -0.3812 Ha
HOMO-LUMO gap = 8.77 eV

***

Relative energies in hartree: a 0.0000; b 0.0954

***

a | C8H26F6N6O12SY as an isolated structure. Source: the Open Molecules 2025 dataset; level of theory: the ωB97M-V functional and the def2-TZVPD basis.

ORCA input file:
```
! wB97M-V def2-TZVPD RIJCOSX def2/J DEFGRID3
* xyz 1 1
Y -0.338 -0.102 1.100
C 2.909 -3.595 1.654
F 3.277 -4.731 2.243
F 3.361 -2.574 2.392
F 3.469 -3.537 0.455
S 1.040 -3.610 1.547
O 0.754 -4.127 0.235
O 0.611 -4.406 2.661
O 0.687 -2.189 1.707
C 2.148 -0.098 -1.564
O 2.450 1.324 -1.555
O 1.143 -0.312 -0.749
C 1.936 -0.607 -3.005
F 1.234 0.275 -3.754
F 3.099 -0.833 -3.622
F 1.257 -1.770 -3.007
C 3.516 1.790 -2.353
C 3.679 3.275 -2.099
H 3.048 3.515 -1.241
H 4.692 3.533 -1.788
H 3.423 3.901 -2.948
H 3.346 1.634 -3.421
H 4.449 1.245 -2.164
H 3.060 -0.589 -1.169
O 1.627 0.517 2.413
H 2.559 0.722 2.283
H 1.509 0.458 3.367
O -2.828 -0.453 1.529
H -3.470 0.259 1.566
H -3.335 -1.269 1.560
O 0.243 2.122 0.387
H 1.081 2.313 -0.066
H -0.234 2.955 0.441
O -0.855 -0.727 3.282
H -0.843 -0.165 4.063
H -1.350 -1.514 3.541
C -2.300 0.737 -1.817
O -1.962 0.810 -0.636
N -1.381 0.529 -2.794
N -3.562 1.011 -2.264
H -0.396 0.432 -2.610
H -1.650 0.730 -3.742
H -3.778 0.734 -3.205
H -4.315 1.190 -1.629
C -1.764 -2.617 -1.021
O -1.307 -1.904 -0.122
N -0.970 -3.132 -1.961
N -3.118 -2.812 -1.148
H -1.319 -3.685 -2.720
H 0.014 -2.910 -1.906
H -3.518 -3.353 -1.893
H -3.653 -2.753 -0.304
C -1.953 2.638 2.963
O -1.412 1.723 2.340
N -1.217 3.490 3.756
N -3.263 3.021 2.820
H -1.761 4.032 4.406
H -0.321 3.125 4.028
H -3.966 2.338 2.622
H -3.488 3.994 2.917
*
```

LUMO energy = -3.13 eV
Highest occupied orbital energy = -0.4123 Ha
HOMO-LUMO gap = 8.09 eV

***

b | C8H26F6N6O12SY as an isolated structure. Source: the Open Molecules 2025 dataset; level of theory: the ωB97M-V functional and the def2-TZVPD basis.

ORCA input file:
```
! wB97M-V def2-TZVPD RIJCOSX def2/J DEFGRID3
* xyz 1 1
Y 0.664 0.328 -0.436
C -2.399 -2.591 1.552
F -1.520 -3.136 2.367
F -3.491 -3.363 1.588
F -2.742 -1.360 1.881
S -1.626 -2.605 -0.171
O -2.753 -2.396 -1.085
O -0.659 -1.528 -0.056
O -1.033 -3.911 -0.368
C 0.263 0.659 3.252
O 0.483 2.101 3.052
O 0.447 0.085 2.049
C 1.265 0.118 4.297
F 0.791 0.212 5.554
F 1.597 -1.162 4.052
F 2.442 0.788 4.258
C -0.071 3.013 4.000
C 0.496 4.374 3.616
H 1.584 4.336 3.566
H 0.201 4.623 2.593
H 0.172 5.145 4.313
H 0.375 2.865 4.991
H -1.156 2.958 4.097
H -0.754 0.555 3.653
O 2.328 0.265 -2.228
H 2.143 -0.342 -2.955
H 3.053 0.820 -2.538
O 2.686 0.892 0.477
H 3.558 0.584 0.205
H 2.856 1.606 1.109
O 0.344 2.516 0.337
H 0.427 2.574 1.326
H -0.002 3.369 0.057
O 0.162 1.844 -2.339
H -0.424 1.812 -3.103
H 0.536 2.734 -2.348
C -2.872 1.045 -0.985
O -1.680 0.726 -0.867
N -3.864 0.139 -0.945
N -3.313 2.317 -1.201
H -4.805 0.378 -1.189
H -3.632 -0.848 -0.842
H -2.639 3.058 -1.242
H -4.269 2.481 -1.441
C -0.445 -1.522 -3.737
O -0.055 -1.025 -2.677
N 0.351 -1.897 -4.779
N -1.769 -1.753 -3.955
H 1.335 -1.713 -4.741
H -0.118 -2.030 -5.655
H -2.443 -1.722 -3.206
H -1.983 -2.205 -4.824
C 2.542 -2.567 -0.898
O 2.117 -1.595 -0.256
N 3.849 -2.740 -1.161
N 1.761 -3.637 -1.268
H 4.268 -3.646 -1.270
H 4.394 -2.079 -0.622
H 0.757 -3.582 -1.132
H 2.274 -4.364 -1.724
*
```

LUMO energy = -3.16 eV
Highest occupied orbital energy = -0.3963 Ha
HOMO-LUMO gap = 7.62 eV

***

Relative energies in hartree: a 0.0085; b 0.0000

***

a | A 2-piece molecular cluster, C5H11NO overall. Source: the Open Molecules 2025 dataset; level of theory: the ωB97M-V functional and the def2-TZVPD basis.

ORCA input file:
```
! wB97M-V def2-TZVPD RIJCOSX def2/J DEFGRID3
* xyz 1 2
C -2.069 -0.416 -0.677
C -0.879 0.533 -0.174
C 0.518 -0.115 -0.309
C 0.873 -0.204 -1.584
C 0.750 -1.745 1.545
N 1.102 -0.776 0.713
H -1.944 -1.219 -1.448
H -2.483 -0.785 0.272
H -2.860 0.223 -1.190
H -0.988 0.704 0.969
H -0.946 1.536 -0.721
H 0.533 0.475 -2.416
H 1.733 -0.760 -1.947
H 1.523 -1.868 2.324
H -0.088 -2.359 1.553
H 1.215 2.645 1.414
H 2.064 1.640 0.973
O 1.946 2.491 0.702
*
```

LUMO energy (alpha / beta) = -5.30 / -7.87 eV
Highest occupied orbital energy (alpha / beta) = -0.5542 / -0.5539 Ha
HOMO-LUMO gap (alpha / beta) = 9.78 / 7.20 eV

***

b | An isolated ion of composition C5H11NO and charge +1. Source: the Open Molecules 2025 dataset; level of theory: the ωB97M-V functional and the def2-TZVPD basis.

ORCA input file:
```
! wB97M-V def2-TZVPD RIJCOSX def2/J DEFGRID3
* xyz 1 2
C -0.734 1.914 0.344
N -0.184 0.589 0.441
C 1.263 0.490 0.581
C 1.874 -0.788 0.017
C -1.033 -0.566 0.424
C -1.450 -0.782 -1.062
O -1.703 2.254 0.931
H -0.129 2.560 -0.309
H 1.663 1.321 0.010
H 1.487 0.555 1.641
H 1.681 -0.878 -1.042
H 2.939 -0.769 0.148
H 1.536 -1.691 0.524
H -1.967 -0.342 0.925
H -0.466 -1.409 0.777
H -2.209 -1.545 -1.189
H -0.606 -1.013 -1.695
H -1.963 0.097 -1.465
*
```

LUMO energy (alpha / beta) = -3.92 / -8.03 eV
Highest occupied orbital energy (alpha / beta) = -0.5939 / -0.5940 Ha
HOMO-LUMO gap (alpha / beta) = 12.24 / 8.13 eV

***

c | A 2-piece molecular cluster, C5H11NO overall. Source: the Open Molecules 2025 dataset; level of theory: the ωB97M-V functional and the def2-TZVPD basis.

ORCA input file:
```
! wB97M-V def2-TZVPD RIJCOSX def2/J DEFGRID3
* xyz 1 2
C -2.392 0.722 -0.308
N -1.919 -0.571 0.100
C -0.463 -0.669 -0.111
C 0.363 0.523 0.597
C 1.751 0.692 0.126
O 1.955 0.922 -0.986
C -0.127 -1.961 0.565
H -3.468 0.724 -0.189
H 5.887 1.779 -0.103
H -2.052 1.584 0.262
H -2.175 0.978 -1.352
H -0.226 -0.538 -1.216
H -0.161 1.489 0.322
H 0.200 0.330 1.682
H 5.212 1.705 -0.431
H -0.445 -2.093 1.606
H -0.537 -2.944 0.159
H 0.976 -2.131 0.638
*
```

LUMO energy (alpha / beta) = -8.24 / -8.18 eV
Highest occupied orbital energy (alpha / beta) = -0.5293 / -0.5440 Ha
HOMO-LUMO gap (alpha / beta) = 6.16 / 6.62 eV

***

Relative energies in hartree: a 0.0873; b 0.0000; c 0.1614

***

a | One molecule with the formula C4H2ClNO2. Source: the Open Molecules 2025 dataset; level of theory: the ωB97M-V functional and the def2-TZVPD basis.

ORCA input file:
```
! wB97M-V def2-TZVPD RIJCOSX def2/J DEFGRID3
* xyz 0 1
C 0.316 -0.311 0.988
C 0.457 0.982 0.652
C -0.262 0.516 -1.347
C -0.312 -1.317 -0.012
H 0.924 1.704 1.374
H -0.405 0.870 -2.425
N 0.118 1.517 -0.590
O -0.514 -0.715 -1.280
O -0.800 -2.417 0.085
Cl 0.478 -0.829 2.554
*
```

LUMO energy = -0.16 eV
Highest occupied orbital energy = -0.3512 Ha
HOMO-LUMO gap = 9.40 eV
SMILES = O=c1ocncc1Cl

***

b | One molecule with the formula C4H2ClNO2. Source: the Open Molecules 2025 dataset; level of theory: the ωB97M-V functional and the def2-TZVPD basis.

ORCA input file:
```
! wB97M-V def2-TZVPD RIJCOSX def2/J DEFGRID3
* xyz 0 1
C 0.593 0.141 0.327
C -1.480 -0.413 0.752
C -0.567 -0.115 -0.301
C -0.932 0.084 -1.689
H -2.482 -0.678 0.596
H -0.359 0.941 -2.455
N -0.834 -0.488 1.953
O 0.462 -0.139 1.634
O -2.060 -0.394 -1.986
Cl 2.105 0.544 -0.207
*
```

LUMO energy = -0.24 eV
Highest occupied orbital energy = -0.3765 Ha
HOMO-LUMO gap = 10.00 eV
SMILES = O=Cc1cnoc1Cl

***

Relative energies in hartree: a 0.0000; b 0.0534

***

a | One molecule with the formula C5H6O3. Source: the Open Molecules 2025 dataset; level of theory: the ωB97M-V functional and the def2-TZVPD basis.

ORCA input file:
```
! wB97M-V def2-TZVPD RIJCOSX def2/J DEFGRID3
* xyz 0 1
C -1.586 0.832 0.561
C -1.909 -0.623 -0.013
C -0.215 1.258 0.344
C 0.495 0.012 -0.171
C -0.546 -1.201 -0.486
O -2.930 1.102 0.220
O -3.185 -0.210 -0.308
O -0.147 -2.336 0.243
H -0.093 2.032 -0.457
H 0.177 1.620 1.280
H 0.901 0.247 -1.119
H 1.464 -0.394 0.277
H -0.458 -1.572 -1.519
H -0.552 -2.176 1.102
*
```

LUMO energy (alpha / beta) = -0.15 / -0.16 eV
Highest occupied orbital energy (alpha / beta) = -0.3033 / -0.3033 Ha
HOMO-LUMO gap (alpha / beta) = 8.10 / 8.09 eV
SMILES = O[C@@H]1CCc2ooc21

***

b | One molecule with the formula C5H6O3. Source: the Open Molecules 2025 dataset; level of theory: the ωB97M-V functional and the def2-TZVPD basis.

ORCA input file:
```
! wB97M-V def2-TZVPD RIJCOSX def2/J DEFGRID3
* xyz 0 1
C 1.643 -0.356 0.153
C 0.292 -0.448 0.066
C 2.974 0.004 -0.086
C -1.665 1.050 -0.632
C -1.021 0.040 0.446
O 3.345 1.162 0.036
O 0.868 -1.644 -0.178
O -2.057 -0.991 0.487
H 3.567 -0.941 -0.168
H -0.903 1.920 -0.708
H -2.628 1.236 -0.050
H -1.774 0.344 -1.421
H -0.996 0.520 1.439
H -1.648 -1.899 0.617
*
```

LUMO energy (alpha / beta) = -0.77 / -0.77 eV
Highest occupied orbital energy (alpha / beta) = -0.3148 / -0.3149 Ha
HOMO-LUMO gap (alpha / beta) = 7.80 / 7.80 eV
SMILES = C[C@@H](O)C1=C(C=O)O1

***

Relative energies in hartree: a 0.0918; b 0.0000